Density functional theory data (wB97M-V/def2-TZVPD) for 2 unconnected molecules or ions with the total composition C4H6N2O.

Geometry as ORCA input:
```
! wB97M-V def2-TZVPD RIJCOSX def2/J DEFGRID3
* xyz 0 1
C -2.31543 -1.45089 0.07821
O -1.54342 -2.27750 0.49851
C 0.94258 1.86882 0.01241
N 1.78925 1.45226 -0.91803
N 1.74911 0.11592 -0.82376
C 0.90714 -0.33261 0.13481
C 0.35437 0.79052 0.70934
H -3.39403 -1.67083 -0.04141
H -1.98446 -0.43421 -0.20632
H 0.78191 2.93032 0.15152
H 2.32544 -0.43165 -1.44221
H 0.74033 -1.38468 0.32077
H -0.35276 0.82452 1.52616
*
```

As for the SMILES: c1cn[nH]c1.C=O.

Computed Löwdin charges, given in elementary charges:
1 C -0.130
2 O -0.020
3 C -0.183
4 N 0.015
5 N -0.045
6 C -0.126
7 C -0.103
8 H 0.082
9 H 0.071
10 H 0.096
11 H 0.148
12 H 0.104
13 H 0.092

---

Density functional theory data (wB97M-V/def2-TZVPD) for a molecular structure, C8H11NO at a distorted geometry.

Geometry as ORCA input:
```
! wB97M-V def2-TZVPD RIJCOSX def2/J DEFGRID3
* xyz 0 1
C 1.67757 0.81971 -1.48688
C 1.61632 0.46477 -0.21285
C -0.06030 -0.33532 1.67834
C 0.69295 -0.63483 0.34426
C -0.66099 -0.48690 -0.21097
C 2.35795 1.10426 0.86203
C -1.20854 -0.26519 -1.36640
C -2.65816 0.33330 1.26278
N -1.33298 -0.43413 1.11959
O 0.11129 -0.15065 2.82475
H 2.47701 1.46397 -1.69073
H 1.10762 -1.60652 0.37892
H 3.05265 1.85218 0.42853
H 2.77490 0.29015 1.44228
H 1.55048 1.66413 1.28300
H 1.24221 0.25569 -2.22041
H -2.12401 0.16446 -1.57537
H -0.57534 -0.56542 -2.19276
H -2.77465 0.80655 2.18554
H -2.73540 1.03440 0.50482
H -3.46950 -0.38564 1.11515
*
```

Computed Löwdin charges, given in elementary charges:
1 C 0.073
2 C -0.329
3 C -0.437
4 C -0.084
5 C -0.270
6 C -0.047
7 C 0.066
8 C 0.026
9 N 0.046
10 O 0.132
11 H 0.054
12 H 0.149
13 H 0.099
14 H 0.103
15 H 0.089
16 H 0.026
17 H 0.041
18 H 0.063
19 H 0.063
20 H 0.048
21 H 0.091

---

Density functional theory data (wB97M-V/def2-TZVPD) for a gas-phase ion, C7H9N4 (charge +1) at a distorted geometry.

Geometry as ORCA input:
```
! wB97M-V def2-TZVPD RIJCOSX def2/J DEFGRID3
* xyz 1 1
C 1.00224 0.08842 1.95505
C 0.65872 -1.20376 1.86439
C 1.00623 0.56250 -1.49532
C 0.62057 1.15887 1.01314
C -0.41984 -1.59162 -0.30380
C 0.04547 2.41787 1.54897
C -1.60959 -1.75460 -2.39086
N 0.08221 -1.75562 0.73831
N 0.32308 -0.42890 -1.97509
N -0.60422 -1.25231 -1.46887
N 0.80976 1.20620 -0.27427
H 1.32011 0.56052 2.99085
H 0.96205 -2.02871 2.67387
H 1.61065 1.01432 -2.22432
H 0.59517 2.94633 2.40106
H -0.07150 3.31425 0.79806
H -0.89848 2.31489 1.95081
H -1.89196 -2.73498 -2.05440
H -2.34319 -1.04498 -2.36159
H -1.19748 -1.78870 -3.38600
*
```

As for the SMILES: Cc1cc[n+]#cn(C)ncn1.

Computed Löwdin charges, given in elementary charges:
1 C 0.000
2 C -0.076
3 C -0.093
4 C -0.300
5 C -0.013
6 C -0.044
7 C 0.070
8 N 0.233
9 N 0.104
10 N -0.123
11 N 0.160
12 H 0.175
13 H 0.181
14 H 0.119
15 H 0.118
16 H 0.136
17 H 0.052
18 H 0.110
19 H 0.076
20 H 0.113

---

Density functional theory data (wB97M-V/def2-TZVPD) for 2 unconnected molecules or ions with the total composition C3H9NO3 at a distorted geometry.

Geometry as ORCA input:
```
! wB97M-V def2-TZVPD RIJCOSX def2/J DEFGRID3
* xyz 0 1
O -1.22850 -1.18315 -0.72643
C -0.25212 -0.70814 -0.22903
O 0.98550 -0.79658 -0.75300
C -0.22043 0.04059 1.10168
C 0.44456 -0.81057 2.15389
N 0.45807 1.34558 0.90313
H 0.93528 -1.14683 -1.65446
H -1.25407 0.28256 1.29460
H 0.10819 -1.85238 2.14963
H 1.52926 -0.85556 2.03051
H 0.29327 -0.47018 3.18599
H 0.89071 1.59218 1.79742
H 1.21853 1.20288 0.24954
H 0.23948 2.31829 -2.23551
H -0.94124 1.78224 -1.53365
O -0.31264 1.52519 -2.23382
*
```

As for the SMILES: C[C@@H](N)C(=O)O.O.

Computed Löwdin charges, given in elementary charges:
1 O 0.126
2 C -0.535
3 O 0.093
4 C -0.355
5 C -0.059
6 N 0.041
7 H 0.134
8 H 0.134
9 H 0.088
10 H 0.085
11 H 0.082
12 H 0.075
13 H 0.061
14 H 0.042
15 H 0.047
16 O -0.060

---

Density functional theory data (wB97M-V/def2-TZVPD) for a molecular structure, C30H32CaF10N3Sb.

Geometry as ORCA input:
```
! wB97M-V def2-TZVPD RIJCOSX def2/J DEFGRID3
* xyz -2 1
Ca 0.00561 0.17210 -0.16934
C 0.03935 -0.54540 3.02572
N -0.04687 0.72913 2.31271
C -1.30499 1.41715 2.61443
C -2.50040 0.87536 1.83936
N -2.27246 1.07062 0.41562
C -3.26577 0.79409 -0.43154
C -4.62072 0.44170 -0.20528
F -5.10242 0.30430 1.05998
C -5.53141 0.23063 -1.22383
F -6.80982 -0.06711 -0.90947
C -5.17725 0.32888 -2.55385
F -6.08243 0.13850 -3.54131
C -3.85214 0.63387 -2.83780
F -3.45332 0.70855 -4.11986
C -2.95972 0.84836 -1.82107
F -1.66017 1.07488 -2.15364
C 1.12740 1.56026 2.60039
C 2.37134 1.13548 1.83084
N 2.10528 1.30660 0.41458
C 3.09142 1.07662 -0.46483
C 4.44093 0.70774 -0.25231
F 4.91103 0.50433 1.00781
C 5.35174 0.52681 -1.27552
F 6.62627 0.19878 -0.97324
C 4.99945 0.68565 -2.59876
F 5.90392 0.53113 -3.59326
C 3.68167 1.02676 -2.87109
F 3.28939 1.17306 -4.14931
C 2.79194 1.21137 -1.84618
F 1.49975 1.49065 -2.17687
H 0.09308 -0.36548 4.11542
H 0.90022 -1.11820 2.68784
H -0.81861 -1.17082 2.79161
H -1.17130 2.46968 2.35179
H -1.51759 1.36760 3.69757
H -3.38412 1.40670 2.21461
H -2.65082 -0.18193 2.09979
H 1.33192 1.56605 3.68594
H 0.88279 2.58525 2.30619
H 2.63406 0.10309 2.09760
H 3.19870 1.76212 2.19511
C -0.69866 5.08817 1.17371
Sb -0.07707 3.85456 -0.47970
C -1.12566 5.08758 -1.91457
C 1.78776 4.88679 -0.74193
H -0.60134 6.13757 0.89094
H -0.08687 4.89183 2.05448
H -1.73872 4.87096 1.41765
H -0.91356 6.14276 -1.73253
H -2.19834 4.91162 -1.83368
H -0.80985 4.82029 -2.92261
H 1.66923 5.95341 -0.54420
H 2.13002 4.74327 -1.76714
H 2.53329 4.45939 -0.07226
C -1.15292 -3.19566 -1.59930
C 0.19556 -3.37392 -0.89338
C 1.21637 -3.75158 -1.98205
C 0.54518 -2.10009 -0.12348
C 0.11392 -4.45267 0.17375
C -1.08740 -4.80925 0.80882
C -1.12717 -5.69790 1.86860
C 0.03430 -6.30218 2.34424
C 1.22737 -6.00587 1.69628
C 1.26375 -5.12312 0.62863
H -1.01742 -2.48723 -2.42101
H -1.89619 -2.77066 -0.92147
H -1.55097 -4.13069 -2.01775
H 1.22559 -2.94411 -2.71669
H 0.97716 -4.70061 -2.49027
H 2.22780 -3.81870 -1.58104
H 1.55946 -2.26368 0.31060
H -2.01019 -4.34282 0.49043
H -2.08308 -5.91891 2.33425
H 0.00478 -6.99338 3.17830
H 2.15239 -6.47271 2.02353
H 2.21651 -4.90736 0.16425
*
```

Computed Löwdin charges, given in elementary charges:
1 Ca 1.078
2 C -0.103
3 N -0.287
4 C -0.216
5 C -0.257
6 N -0.082
7 C -0.232
8 C -0.138
9 F 0.046
10 C -0.167
11 F 0.080
12 C -0.172
13 F 0.065
14 C -0.164
15 F 0.094
16 C -0.157
17 F 0.008
18 C -0.218
19 C -0.260
20 N -0.104
21 C -0.233
22 C -0.137
23 F 0.048
24 C -0.165
25 F 0.079
26 C -0.172
27 F 0.065
28 C -0.166
29 F 0.090
30 C -0.165
31 F -0.008
32 H 0.081
33 H 0.068
34 H 0.071
35 H 0.083
36 H 0.117
37 H 0.106
38 H 0.108
39 H 0.115
40 H 0.083
41 H 0.109
42 H 0.109
43 C -0.364
44 Sb 1.321
45 C -0.356
46 C -0.347
47 H -0.011
48 H -0.013
49 H -0.007
50 H -0.012
51 H -0.010
52 H -0.009
53 H -0.010
54 H -0.004
55 H -0.009
56 C -0.124
57 C -0.715
58 C -0.112
59 C -0.268
60 C -0.186
61 C -0.064
62 C -0.136
63 C -0.158
64 C -0.135
65 C -0.065
66 H 0.060
67 H 0.049
68 H 0.072
69 H 0.056
70 H 0.064
71 H 0.047
72 H -0.062
73 H 0.091
74 H 0.081
75 H 0.070
76 H 0.081
77 H 0.090

---

Listing frontier orbital gap for the structures above in their given order: 10.1 9.6 8.3 10.6 3.0 eV.
Listing E_HOMO for the structures above in their given order: -9.40 -8.76 -13.28 -9.89 1.40 eV.
Listing energy above the lowest of the compared OMol25 structures with the same formula, charge and spin for the structures above in their given order: 193.7 339.3 565.3 67.2 19.4 kJ/mol.